Density functional theory data (ωB97M-V/def2-TZVPD) for a molecular structure, C39H33MgNO2.

Properties
LUMO = 0.0145 Ha
Relative energy (zero: lowest compared OMol25 entry of this formula, charge and spin) = 24.4 kJ/mol

```
! RIJCOSX wB97M-V def2-TZVPD def2/J DEFGRID3
* xyz 0 1
Mg 0.124 -0.330 -0.627
O -1.744 -0.719 -0.676
O 1.810 0.480 -0.747
N 0.671 -2.003 0.493
C -3.141 -2.280 -1.866
C 3.894 1.157 0.199
C 2.615 -0.713 1.202
C 1.860 -2.009 1.117
C 4.127 -1.747 -3.338
C -4.630 -3.703 -3.128
C 6.051 2.222 0.429
C 0.069 -0.816 -4.424
C 4.074 3.400 1.084
C -0.077 -3.111 0.409
C -1.569 2.495 0.354
C 0.926 -1.870 -4.695
C -1.437 -3.076 -0.250
C -0.759 -1.975 -2.466
C -3.375 -3.437 -2.605
C 4.565 -1.967 -0.623
C 3.673 -1.000 -1.089
C 3.305 2.311 0.709
C 3.461 -0.906 -2.457
C -1.355 1.278 2.415
C -5.445 -1.653 -2.191
C 2.958 -0.019 -0.155
C -0.768 -0.870 -3.319
C 0.122 -3.021 -2.742
C 5.276 1.128 0.059
C -0.313 2.111 2.800
C 2.350 -3.175 1.689
C 5.005 -2.709 -2.865
C -5.671 -2.808 -2.921
C -1.996 1.477 1.198
C 5.456 3.359 0.947
C 5.221 -2.818 -1.499
C 0.374 -4.306 0.961
C 1.598 -4.334 1.604
C 0.094 3.143 1.966
C -4.186 -1.389 -1.666
C 0.957 -2.968 -3.849
C -1.753 -1.968 -1.285
C -0.524 3.327 0.737
H -1.615 -4.066 -0.677
H 1.579 -1.828 -5.558
H -2.563 -4.132 -2.794
H -2.061 2.644 -0.599
H 0.904 3.795 2.269
H 5.763 0.256 -0.356
H 7.126 2.182 0.303
H 2.017 0.012 1.764
H 1.964 -5.255 2.039
H -1.466 -0.066 -3.117
H 0.042 0.046 -5.078
H -2.185 -2.953 0.539
H -6.252 -0.950 -2.027
H 3.954 -1.651 -4.403
H 5.907 -3.562 -1.113
H -6.652 -3.010 -3.333
H 3.308 -3.166 2.190
H 2.765 -0.161 -2.821
H 1.644 -3.782 -4.040
H 5.518 -3.369 -3.554
H 4.772 -2.050 0.436
H 2.227 2.351 0.778
H 0.177 1.961 3.754
H 3.595 4.290 1.475
H 0.166 -3.888 -2.096
H 6.059 4.211 1.232
H -3.988 -0.491 -1.098
H -0.238 -5.194 0.880
H -0.193 4.119 0.078
H -2.801 0.824 0.895
H -4.794 -4.605 -3.705
H 3.520 -0.880 1.787
H -1.679 0.478 3.069
*
```

Here are the Mulliken charges for atoms 1 to 6, given in e: 1.358 -0.497 -1.181 0.457 -0.655 -0.848

Density functional theory data (ωB97M-V/def2-TZVPD) for 8 unconnected molecules or ions with the total composition C39H34F7N3O25 in a non-equilibrium geometry.

Properties
LUMO = -0.0110 Ha
SMILES = C=Cc1cc2nc(OC(=O)c3ccccc3)cnc2cc1CON=O.O=C1OC[C@@H](F)O1.O=C1OC[C@@H](F)O1.O=C1OC[C@@H](F)O1.O=C1OC[C@@H](F)O1.O=C1OC[C@@H](F)O1.O=C1OC[C@@H](F)O1.O=C1OC[C@@H](F)O1

```
! RIJCOSX wB97M-V def2-TZVPD def2/J DEFGRID3
* xyz 0 1
F -3.524 -2.747 7.220
F 1.463 -2.573 0.053
F 7.488 -8.029 1.006
F 4.687 -6.908 -7.748
F -5.416 10.257 1.189
F 6.084 3.386 -6.135
F 2.640 -3.879 -3.093
O 5.158 -4.751 1.187
O -8.290 6.895 0.884
O 1.412 -2.423 -4.307
O 1.752 -6.472 -4.454
O 4.728 -2.543 1.133
O 3.970 -6.839 -4.386
O -4.036 3.669 6.351
O 3.082 -4.008 0.703
O -4.799 -1.268 6.091
O -6.556 8.340 0.853
O -0.329 -1.619 -5.499
O 2.961 -6.484 -6.358
O -5.844 3.231 5.349
O -8.656 9.106 1.094
O 2.135 1.712 1.020
O 9.160 -5.210 -0.042
O 3.704 4.071 -3.750
O 3.851 3.645 -5.949
O -0.613 -3.380 -4.131
O 11.258 -5.730 0.586
O -6.585 -0.448 4.984
O 9.541 -7.100 1.112
O -6.806 -2.244 6.322
O 0.699 0.032 1.569
O 1.828 3.785 -4.957
N -1.027 1.556 1.669
N -4.660 3.989 5.418
N -2.286 -0.201 3.596
C -1.136 -0.426 3.020
C 0.737 1.053 -0.753
C 8.146 -6.855 1.174
C -4.716 -2.103 7.230
C -6.112 -1.244 5.724
C -5.862 -3.059 7.020
C 5.120 4.127 -5.540
C 3.583 -1.789 0.728
C 3.013 3.828 -4.892
C -2.920 3.003 1.809
C 4.352 -6.320 -6.575
C -7.781 10.224 1.253
C -4.733 2.490 3.303
C -4.295 5.789 1.705
C -7.879 8.003 0.940
C 0.822 1.970 -2.944
C 7.922 -5.927 0.013
C -0.515 0.436 2.070
C -6.518 9.732 0.597
C 4.399 -3.853 1.022
C 0.303 -4.188 -3.376
C 10.103 -5.986 0.552
C -0.321 0.229 -1.108
C -6.080 2.788 3.980
C -4.125 3.364 2.316
C -4.849 4.594 1.918
C -0.834 0.284 -2.394
C 4.955 -7.045 -5.401
C -4.117 1.346 3.674
C 1.443 -3.232 -3.145
C 2.462 -2.758 0.953
C -2.851 0.961 3.144
C 1.242 0.984 0.666
C 5.092 3.902 -4.050
C -0.234 1.152 -3.298
C 0.111 -2.402 -4.724
C 2.794 -6.590 -5.011
C 1.314 1.940 -1.648
C -2.254 1.818 2.215
H 5.227 5.171 -5.838
H -0.150 -4.533 -2.449
H 2.130 2.565 -1.290
H -4.591 0.690 4.417
H 0.603 -5.057 -3.970
H 1.312 2.656 -3.650
H -0.757 -0.470 -0.396
H -7.642 10.430 2.316
H 3.477 -0.883 1.322
H 5.066 -8.115 -5.588
H 3.689 -1.512 -0.323
H -8.187 11.111 0.772
H 1.335 -2.602 -2.260
H -1.677 -0.332 -2.706
H 7.084 -5.254 0.172
H 5.917 -6.637 -5.103
H -5.937 4.519 1.827
H -6.278 -3.430 7.954
H -3.396 6.175 2.186
H -6.621 1.839 4.017
H -0.621 1.193 -4.317
H -6.651 3.542 3.428
H -6.470 9.905 -0.480
H 4.591 -5.255 -6.620
H 5.403 2.892 -3.778
H 2.053 -2.742 1.964
H -4.794 -1.496 8.134
H -5.582 -3.909 6.395
H -2.434 3.631 1.059
H -0.597 -1.335 3.307
H 5.701 4.618 -3.504
H -4.824 6.465 1.028
H 7.772 -6.463 -0.926
H 7.892 -6.431 2.147
*
```

Here are the Mulliken charges for atoms 1 to 6, given in e: -0.278 -0.177 -0.281 -0.286 -0.281 -0.288

Density functional theory data (ωB97M-V/def2-TZVPD) for a molecular structure, C39H35AsBrCaCl2N2O7PS2.

Properties
LUMO = 0.1312 Ha
Relative energy (zero: lowest compared OMol25 entry of this formula, charge and spin) = 42.9 kJ/mol

```
! RIJCOSX wB97M-V def2-TZVPD def2/J DEFGRID3
* xyz -2 1
Br 3.506 -6.965 -6.292
As -1.484 -0.006 2.060
Ca 0.298 -0.417 -1.047
Cl 2.602 3.452 2.750
Cl 3.140 0.627 -1.884
S -1.669 -2.392 -0.141
S 1.847 0.828 1.069
P 1.757 -2.988 1.535
O 1.091 -1.142 -3.556
O 1.204 3.596 -1.885
O 1.432 -2.340 -1.714
O -1.550 0.067 -2.517
O 2.295 -2.819 3.092
O 3.103 -3.565 0.821
O 1.108 -4.479 1.697
N -0.135 1.775 -2.207
N -0.374 3.736 -3.513
C -4.157 -2.971 0.813
C 3.914 -2.608 0.138
C 4.420 2.894 -1.320
C 2.331 -4.527 -3.149
C -5.307 -1.790 2.569
C -3.079 1.412 0.012
C -1.991 1.477 0.875
C 3.290 3.179 1.164
C -1.762 0.808 6.175
C -0.146 -4.517 2.373
C -1.480 0.276 4.924
C 4.172 4.140 0.701
C 2.865 -5.488 -5.264
C 3.535 1.955 -0.830
C -3.082 -1.110 1.890
C 2.018 -3.263 -5.167
C 4.750 3.999 -0.550
C 2.925 2.033 0.436
C -2.696 2.052 3.879
C -1.170 1.202 -2.866
C 0.295 3.025 -2.476
C 1.444 -2.178 -2.966
C -1.819 1.920 -3.955
C -3.395 2.499 -0.794
C 1.942 -3.354 -3.784
C -2.511 1.971 6.280
C -3.031 -2.127 0.910
C -2.975 2.593 5.129
C 2.797 -5.606 -3.887
C -1.387 3.159 -4.220
C 2.126 -1.567 3.747
C -5.266 -2.807 1.619
C -2.631 3.657 -0.739
C -4.209 -0.952 2.693
C 2.481 -4.331 -5.921
C -1.947 0.885 3.760
C -1.206 2.631 0.902
C 0.048 5.082 -3.830
C -1.533 3.721 0.110
H 3.451 -1.620 0.114
H 3.099 -6.523 -3.401
H -2.623 1.455 -4.504
H -0.321 2.667 1.527
H 1.704 -2.338 -5.634
H -2.871 4.496 -1.382
H -0.791 5.780 -3.752
H 0.817 5.358 -3.114
H -2.728 2.395 7.254
H -0.900 4.600 0.124
H 1.812 -1.766 4.775
H -4.228 2.430 -1.484
H -0.686 -3.572 2.285
H -4.230 -0.161 3.433
H -3.558 3.504 5.202
H -3.065 2.546 2.988
H 1.376 -0.947 3.254
H -4.131 -3.759 0.070
H -1.817 3.774 -5.003
H 0.462 5.138 -4.841
H -0.759 -5.287 1.906
H 4.827 2.763 -2.313
H 4.060 -2.943 -0.889
H 0.014 -4.754 3.430
H 4.393 4.994 1.326
H -6.112 -3.479 1.505
H -0.883 -0.627 4.847
H 5.436 4.747 -0.926
H -3.668 0.505 -0.046
H 4.878 -2.536 0.647
H 2.544 -4.270 -7.000
H -6.176 -1.652 3.201
H 2.257 -4.575 -2.069
H 3.063 -1.008 3.754
H -1.388 0.318 7.066
*
```

Here are the Mulliken charges for atoms 1 to 6, given in e: -0.261 1.288 1.086 -0.244 -0.149 -0.184

Total energy
In order: -52012.279; -115671.321; -263657.646
Unit: eV
HOMO
In order: -8.6; -8.7; -2.0
Unit: eV